No. 1
C47H46Cl2ErN5O6S8 | wB97M-V/def2-TZVPD

**E_HOMO (spin up / spin down)**: -7.3513 / -7.3558 eV
**<S²>**: 3.75
**Max |F|**: 0.037 hartree/bohr
**2S+1**: 4

Last column: Mulliken spin population.
Element x y z (Å)
Er -0.03578 -0.34772 0.17699  3.0403
C 5.05639 -0.30509 2.07804  0.0000
C 4.39340 0.97864 2.53750  0.0002
S 2.60021 1.04976 2.12654  0.0018
C 2.46387 2.87163 2.24965  -0.0003
C 1.13227 3.34635 1.71944  -0.0004
S 0.75574 2.78436 0.03418  -0.0009
C 1.78437 3.87101 -1.04346  -0.0002
C 3.25537 3.52558 -1.20716  0.0002
S 3.56354 1.72267 -1.31443  -0.0001
C 5.33246 1.79203 -0.82904  0.0000
C 5.91003 0.40499 -0.60975  0.0000
S 4.83302 -0.74245 0.32053  0.0000
H 4.61622 -1.15725 2.59648  0.0000
H 6.12675 -0.26876 2.29233  0.0000
H 4.86968 1.84788 2.08421  0.0000
H 4.48644 1.06116 3.62312  0.0000
H 3.28179 3.30754 1.67692  0.0000
H 2.57078 3.15386 3.29887  0.0000
H 1.06538 4.43416 1.75255  0.0000
H 0.32060 2.91294 2.30229  0.0006
H 1.67913 4.89298 -0.67729  -0.0001
H 1.28367 3.79831 -2.00752  0.0001
H 3.84100 3.89921 -0.36846  0.0000
H 3.62584 3.98744 -2.12449  0.0000
H 5.39429 2.38590 0.08384  0.0000
H 5.87947 2.31106 -1.62101  0.0000
H 6.87492 0.47138 -0.10536  0.0000
H 6.04316 -0.09406 -1.57022  0.0000
O -7.54929 -1.05923 -1.87083  0.0000
N -6.80045 -0.60528 -2.71011  0.0000
O -7.07899 -0.49890 -3.88633  0.0000
C -5.48918 -0.14736 -2.31073  0.0000
C -4.93757 0.84694 -3.06543  0.0002
C -3.62975 1.31950 -2.81188  0.0003
C -3.03951 2.33399 -3.59006  -0.0003
C -1.72687 2.64398 -3.36618  0.0003
C -1.02400 1.92906 -2.38533  -0.0021
N -1.57347 1.05882 -1.55979  -0.0007
C -2.86254 0.74021 -1.77328  -0.0040
C -3.46013 -0.27840 -0.94861  0.0012
N -2.70447 -0.79074 0.03875  0.0002
C -3.19495 -1.78631 0.75014  0.0003
C -4.46806 -2.32221 0.55145  -0.0008
C -5.27366 -1.78341 -0.41867  0.0001
C -4.77869 -0.73373 -1.21250  -0.0003
H -5.49033 1.25263 -3.90262  0.0000
H -3.61946 2.82191 -4.36007  0.0000
H -1.21063 3.38471 -3.95739  0.0000
H 0.03450 2.09547 -2.26122  0.0003
H -2.56525 -2.18531 1.53439  -0.0011
H -4.79834 -3.15264 1.15209  0.0000
H -6.27893 -2.14577 -0.56017  0.0000
Cl 1.31186 -2.06473 2.01828  0.0004
C 0.40563 -3.53525 2.15239  -0.0021
C 0.55025 -4.32190 3.28218  -0.0001
C -0.22047 -5.46220 3.42675  -0.0001
C -1.15659 -5.78598 2.45655  0.0000
C -1.28562 -4.99803 1.33114  0.0008
Cl -2.46158 -5.40679 0.14509  0.0000
C -0.48653 -3.86206 1.11871  0.0015
S -0.57448 -2.98357 -0.37551  -0.0054
H 1.26216 -4.03103 4.03819  0.0001
H -0.09703 -6.09534 4.29004  0.0000
H -1.78780 -6.65305 2.55997  0.0000
O -0.55929 0.38567 1.99569  -0.0055
C -1.19698 0.68125 3.18795  -0.0042
C -1.98520 1.95929 3.01483  -0.0006
C -2.51938 2.83745 3.90652  -0.0002
C -3.22880 3.88804 3.27958  0.0000
C -3.21993 3.78320 1.92586  0.0000
S -2.34876 2.39131 1.38191  0.0013
C -2.17389 -0.41688 3.59316  0.0021
C -1.93093 -1.74309 3.79206  -0.0007
C -3.08110 -2.47564 4.16970  -0.0001
C -4.18746 -1.69612 4.24691  0.0000
S -3.84709 -0.05412 3.85541  0.0000
C -0.14874 0.83550 4.28191  0.0012
C 0.41486 1.97542 4.77097  -0.0001
C 1.49025 1.73616 5.65769  0.0001
C 1.73127 0.41310 5.83290  -0.0002
S 0.64629 -0.55865 4.92411  -0.0001
H -2.41381 2.73839 4.97262  0.0000
H -3.71141 4.68233 3.82352  0.0000
H -3.69249 4.42006 1.20276  0.0000
H -0.96872 -2.20594 3.68290  0.0006
H -3.06252 -3.53237 4.37458  0.0000
H -5.18705 -1.97212 4.51690  0.0000
H 0.07381 2.96403 4.51723  0.0000
H 2.05839 2.51929 6.12957  0.0000
H 2.46198 -0.06302 6.45759  0.0000
C -0.64627 -2.00217 -5.91050  0.0000
C 0.50390 -2.51808 -5.05397  0.0000
C 1.40451 -1.42480 -4.41790  0.0004
C 2.08477 -0.55540 -5.49704  0.0000
C 3.10596 0.40614 -4.89546  0.0000
C 2.52552 -2.14431 -3.68669  0.0003
O 3.25336 -2.94895 -4.21542  0.0000
N 2.69897 -1.79909 -2.36794  -0.0006
C 1.80028 -1.05829 -1.63776  0.0019
O 1.98945 -0.90644 -0.41834  -0.0139
N 0.74908 -0.47714 -2.20054  -0.0117
C 0.55787 -0.50307 -3.54399  -0.0004
O -0.27836 0.22670 -4.05661  0.0005
H -1.24792 -2.84462 -6.24047  0.0000
H -0.28314 -1.48026 -6.79145  0.0000
H -1.27902 -1.32548 -5.34280  0.0000
H 1.15579 -3.15513 -5.65731  0.0000
H 0.10244 -3.13226 -4.24181  0.0000
H 1.31402 0.01591 -6.01451  0.0000
H 2.58234 -1.21828 -6.20630  0.0000
H 2.65048 1.01901 -4.11877  0.0000
H 3.49767 1.06389 -5.66904  0.0000
H 3.94101 -0.13666 -4.45578  0.0000
H 3.46021 -2.22732 -1.84913  0.0001

Forces on atoms 1 to 3 (eV/Å):
Er -1.6 0.2 -1.0
C 0.0 0.0 -0.6
C -0.6 0.0 -0.1


No. 2
C6H6OS | wB97M-V/def2-TZVPD

**E_HOMO**: -8.9399 eV
**SMILES string**: C#CCOC(=C)C=S
**Energy above the lowest of the compared OMol25 structures with the same formula, charge and spin**: 66.28 kcal/mol
**Max |F|**: 0.020 hartree/bohr

Last column: natural (NBO) charge in e.
Element x y z (Å)
C 1.29703 1.84652 -0.16098  -0.3513
C 1.07482 0.53529 -0.25523  0.2036
C -0.90660 -0.53098 0.43899  -0.1360
C -2.27900 -0.77985 -0.02460  -0.0352
C -3.39727 -1.00264 -0.37568  -0.2066
C 2.17436 -0.42037 -0.06010  -0.3245
H 0.50952 2.55790 -0.35476  0.2200
H 2.29703 2.21414 0.04833  0.2061
H -0.45286 -1.46372 0.74077  0.2169
H -0.96287 0.12886 1.31176  0.1992
H -4.41358 -1.18899 -0.68534  0.2392
H 3.11098 0.05156 0.21814  0.2019
O -0.16104 0.07574 -0.61010  -0.5058
S 2.10948 -2.02345 -0.23117  0.0725

Forces on atoms 1 to 3 (eV/Å):
C 0.3 0.0 -0.1
C 0.1 -0.1 0.1
C -0.7 0.1 0.0


No. 3
C3H9NO2 | wB97M-V/def2-TZVPD

**E_HOMO**: -9.6376 eV
**SMILES string**: CC(N)=O.CO
**Energy above the lowest of the compared OMol25 structures with the same formula, charge and spin**: 25.24 kcal/mol
**Max |F|**: 0.029 hartree/bohr

Last column: natural (NBO) charge in e.
Element x y z (Å)
C 0.56287 0.96468 1.46244  -0.7328
C 0.09430 1.25112 0.03540  0.6835
O -0.77235 0.59791 -0.50677  -0.6231
N 0.75967 2.28171 -0.57010  -0.8249
H 0.67366 2.49217 -1.54723  0.4062
H 1.60324 2.55722 -0.08571  0.3881
H -0.23035 0.53801 2.07871  0.2429
H 0.72377 1.94162 1.93715  0.2180
H 1.40067 0.28543 1.54497  0.2421
C -1.03242 -2.25145 -0.42350  -0.2450
O -0.05718 -2.49651 -1.45544  -0.7400
H -0.04763 -1.71224 -2.02133  0.4667
H -1.40955 -3.19555 -0.05361  0.1710
H -0.46522 -1.70678 0.33267  0.1610
H -1.80347 -1.54733 -0.72766  0.1864

Forces on atoms 1 to 3 (eV/Å):
C -1.0 1.0 0.4
C 0.1 -0.8 -0.1
O -0.1 0.4 -0.2


No. 4
C6H13CsO3 | wB97M-V/def2-TZVPD

**E_HOMO (spin up / spin down)**: -12.1068 / -12.1068 eV
**Charge**: +1
**Energy above the lowest of the compared OMol25 structures with the same formula, charge and spin**: 0.00 kcal/mol
**<S²>**: 0.75
**Max |F|**: 0.084 hartree/bohr
**2S+1**: 2

Last column: Mulliken spin population.
Element x y z (Å)
C 2.61843 3.35516 0.57416  -0.0119
C 1.46822 2.87247 -0.28253  0.0096
O 0.34470 2.43954 0.36017  0.8453
Cs -0.38635 0.15906 2.93910  -0.0006
H 3.41472 3.77569 -0.05676  0.0014
H 2.28467 4.14674 1.25818  0.0009
H 3.07321 2.52139 1.12969  0.0017
H 1.77328 2.01973 -0.93155  0.0750
H 1.11540 3.65094 -0.99891  0.0769
O -0.66223 -0.47378 -0.54624  0.0030
C -0.34258 -1.46614 -1.49852  0.0009
C 0.39139 -2.61362 -0.82894  -0.0004
C 1.68343 -2.99670 -1.55314  0.0001
C 1.46496 -3.45836 -2.96558  0.0000
O 2.12364 -3.09718 -3.91456  0.0000
H -0.37538 0.52383 -0.83430  -0.0018
H 0.30372 -0.99934 -2.26333  0.0002
H -1.26957 -1.81612 -1.98288  -0.0003
H -0.27369 -3.49206 -0.77569  0.0001
H 0.64917 -2.32824 0.20226  0.0002
H 2.41259 -2.17495 -1.54933  0.0000
H 0.64419 -4.20075 -3.10325  0.0000
H 2.14262 -3.85001 -1.02674  0.0000

Forces on atoms 1 to 3 (eV/Å):
C 0.3 0.1 0.1
C -0.1 0.0 -0.3
O 0.0 -0.3 0.3